Run 1
C13H26N2O in the gas phase, computed with ωB97M-V with the def2-TZVPD basis set.

Last column: Löwdin charge in e.
Positions of all 42 atoms, in Å:
C (2.026, 2.840, -0.872)  -0.115
C (2.312, 1.343, -0.822)  -0.269
C (2.901, 0.938, 0.530)  -0.182
C (3.297, -0.547, 0.624)  -0.216
O (2.428, -1.329, 1.417)  -0.153
C (1.155, -1.576, 0.857)  -0.217
C (1.157, -2.706, -0.188)  -0.140
C (0.140, -2.454, -1.306)  -0.196
N (-1.200, -2.247, -0.815)  0.036
C (-1.726, -1.001, -0.647)  -0.389
N (-1.091, 0.007, -1.096)  0.059
C (-1.636, 1.332, -0.965)  -0.230
C (-1.731, 1.813, 0.489)  -0.192
C (-2.964, 1.294, 1.225)  -0.214
C (-2.992, -0.225, 1.384)  -0.191
C (-3.071, -0.965, 0.045)  -0.106
H (1.302, 3.115, -0.108)  0.064
H (2.937, 3.411, -0.703)  0.070
H (1.622, 3.117, -1.843)  0.067
H (1.386, 0.800, -1.017)  0.075
H (3.023, 1.086, -1.610)  0.110
H (2.185, 1.152, 1.327)  0.117
H (3.786, 1.550, 0.718)  0.109
H (3.389, -0.970, -0.386)  0.114
H (4.264, -0.648, 1.124)  0.121
H (0.522, -1.848, 1.707)  0.124
H (0.751, -0.666, 0.404)  0.085
H (2.150, -2.777, -0.634)  0.106
H (0.951, -3.661, 0.299)  0.108
H (0.134, -3.307, -1.993)  0.115
H (0.401, -1.550, -1.857)  0.108
H (-1.596, -2.996, -0.269)  0.132
H (-0.954, 1.990, -1.514)  0.095
H (-2.627, 1.410, -1.436)  0.114
H (-0.828, 1.499, 1.018)  0.106
H (-1.759, 2.905, 0.492)  0.106
H (-2.999, 1.750, 2.218)  0.108
H (-3.861, 1.612, 0.686)  0.112
H (-2.102, -0.552, 1.927)  0.113
H (-3.866, -0.492, 1.985)  0.108
H (-3.426, -1.985, 0.207)  0.108
H (-3.790, -0.459, -0.605)  0.120

* E_HOMO: -0.3091 Ha
* SMILES: CCCCOCCCNC1=NCCCCC1
* Kohn-Sham gap: 9.347 eV
* charge: 0

Run 2
C13H26N2O in the gas phase, computed with ωB97M-V with the def2-TZVPD basis set.

Last column: Löwdin charge in e.
Positions of all 42 atoms, in Å:
C (-4.904, 1.670, 0.955)  -0.112
C (-4.849, 1.147, -0.476)  -0.266
C (-3.436, 0.797, -0.939)  -0.184
C (-2.734, -0.322, -0.150)  -0.406
C (-3.492, -1.647, -0.269)  -0.043
N (-1.370, -0.398, -0.651)  -0.003
C (-0.291, -0.612, 0.280)  -0.317
C (-0.379, -1.876, 1.161)  -0.039
C (0.990, -0.752, -0.547)  -0.463
O (1.027, -1.396, -1.575)  0.069
N (2.071, -0.150, -0.012)  0.097
C (3.388, -0.199, -0.610)  -0.290
C (4.430, -0.743, 0.384)  -0.140
C (5.114, 0.501, 0.946)  -0.200
C (5.220, 1.405, -0.278)  -0.197
C (3.883, 1.212, -0.998)  -0.129
H (-4.635, 0.893, 1.667)  0.063
H (-5.908, 2.014, 1.194)  0.068
H (-4.217, 2.504, 1.081)  0.073
H (-5.240, 1.918, -1.145)  0.103
H (-5.501, 0.277, -0.570)  0.095
H (-2.807, 1.686, -0.874)  0.111
H (-3.468, 0.498, -1.989)  0.113
H (-2.678, -0.027, 0.904)  0.132
H (-3.642, -1.894, -1.318)  0.085
H (-4.462, -1.584, 0.216)  0.071
H (-2.933, -2.456, 0.196)  0.063
H (-1.287, -1.042, -1.429)  0.118
H (-0.230, 0.270, 0.932)  0.140
H (-1.258, -1.839, 1.801)  0.069
H (0.504, -1.952, 1.792)  0.075
H (-0.431, -2.760, 0.530)  0.086
H (1.973, 0.390, 0.834)  0.145
H (3.281, -0.850, -1.480)  0.142
H (3.965, -1.360, 1.151)  0.111
H (5.159, -1.353, -0.149)  0.115
H (6.082, 0.280, 1.391)  0.106
H (4.486, 0.969, 1.706)  0.108
H (5.402, 2.447, -0.018)  0.105
H (6.040, 1.063, -0.912)  0.110
H (3.981, 1.320, -2.076)  0.109
H (3.157, 1.951, -0.656)  0.112

* E_HOMO: -0.3090 Ha
* SMILES: CCC[C@@H](C)N[C@@H](C)C(=O)NC1CCCC1
* Kohn-Sham gap: 9.184 eV
* charge: 0

The least stable of them is run 1.

Run 1
A 9-piece molecular cluster, C26H36BBrIO26 overall, computed with ωB97M-V with the def2-TZVPD basis set.

Last column: Löwdin charge in e.
Positions of all 91 atoms, in Å:
Br (-2.970, 5.980, -1.065)  0.573
C (-2.700, 5.035, -2.804)  -0.700
C (-3.782, 3.962, -2.987)  -0.242
O (-3.110, 2.867, -3.562)  -0.083
B (-1.720, 3.000, -3.282)  -1.055
I (-1.130, 1.663, -1.390)  0.577
O (-1.496, 4.407, -2.880)  -0.158
H (-2.759, 5.868, -3.509)  0.090
H (-4.573, 4.332, -3.652)  0.122
H (-4.242, 3.684, -2.032)  0.095
H (-0.974, 2.627, -4.150)  0.062
C (-2.510, -1.588, 0.794)  -0.094
C (-3.729, -1.195, 1.610)  -0.094
O (-3.141, -0.512, 2.735)  0.007
C (-1.912, -0.060, 2.342)  -0.597
O (-1.272, 0.699, 3.009)  0.130
O (-1.574, -0.567, 1.169)  0.007
H (-2.650, -1.553, -0.281)  0.132
H (-2.108, -2.556, 1.082)  0.115
H (-4.369, -0.487, 1.082)  0.138
H (-4.313, -2.041, 1.964)  0.120
C (-0.574, -6.815, 1.482)  -0.113
C (-1.981, -7.134, 1.003)  -0.114
O (-2.379, -5.896, 0.408)  0.056
C (-1.270, -5.200, 0.058)  -0.569
O (-1.280, -4.201, -0.582)  0.169
O (-0.167, -5.796, 0.564)  0.061
H (0.122, -7.646, 1.420)  0.130
H (-0.567, -6.398, 2.491)  0.133
H (-1.988, -7.908, 0.234)  0.131
H (-2.680, -7.388, 1.795)  0.133
C (-1.597, -0.648, 5.977)  -0.110
C (-0.288, -0.109, 6.521)  -0.095
O (-0.268, -0.649, 7.850)  0.060
C (-1.052, -1.748, 7.884)  -0.578
O (-1.117, -2.511, 8.794)  0.157
O (-1.756, -1.859, 6.735)  0.042
H (-1.567, -0.869, 4.917)  0.105
H (-2.442, 0.010, 6.191)  0.131
H (0.574, -0.495, 5.974)  0.136
H (-0.237, 0.974, 6.569)  0.134
C (1.638, 3.998, -2.581)  -0.114
C (2.835, 4.803, -3.057)  -0.104
O (3.942, 3.955, -2.712)  0.035
C (3.477, 2.678, -2.617)  -0.595
O (4.193, 1.727, -2.511)  0.135
O (2.148, 2.658, -2.668)  0.041
H (0.751, 4.084, -3.195)  0.100
H (1.368, 4.190, -1.543)  0.132
H (2.835, 4.939, -4.141)  0.130
H (2.959, 5.763, -2.563)  0.128
C (-3.883, 2.688, 4.437)  -0.087
C (-5.182, 3.303, 3.949)  -0.093
O (-6.150, 2.317, 4.343)  0.065
C (-5.644, 1.596, 5.361)  -0.576
O (-6.274, 0.836, 6.032)  0.142
O (-4.337, 1.871, 5.537)  0.048
H (-3.152, 3.401, 4.805)  0.136
H (-3.420, 2.038, 3.701)  0.111
H (-5.424, 4.236, 4.460)  0.131
H (-5.232, 3.444, 2.873)  0.137
C (5.620, 2.211, -5.467)  -0.098
C (5.543, 0.724, -5.752)  -0.098
O (4.848, 0.693, -7.009)  0.061
C (5.021, 1.882, -7.625)  -0.582
O (4.716, 2.109, -8.755)  0.145
O (5.584, 2.774, -6.787)  0.061
H (6.530, 2.518, -4.962)  0.137
H (4.751, 2.555, -4.910)  0.108
H (6.527, 0.288, -5.897)  0.103
H (4.982, 0.168, -5.006)  0.132
C (-5.249, -2.336, 6.201)  -0.089
C (-4.616, -2.432, 4.827)  -0.117
O (-4.875, -3.794, 4.462)  0.056
C (-5.946, -4.229, 5.170)  -0.579
O (-6.500, -5.264, 4.977)  0.150
O (-6.284, -3.330, 6.112)  0.069
H (-5.669, -1.357, 6.411)  0.108
H (-4.559, -2.626, 6.996)  0.133
H (-5.109, -1.777, 4.106)  0.123
H (-3.547, -2.248, 4.815)  0.111
C (10.706, -1.470, -7.724)  -0.115
C (9.973, -2.105, -6.553)  -0.114
O (9.434, -0.962, -5.885)  0.058
C (9.327, 0.053, -6.776)  -0.565
O (8.749, 1.069, -6.575)  0.172
O (9.962, -0.267, -7.927)  0.063
H (10.687, -2.056, -8.639)  0.131
H (11.735, -1.206, -7.471)  0.131
H (9.148, -2.741, -6.879)  0.133
H (10.613, -2.649, -5.864)  0.130

* E_HOMO: -0.1924 Ha
* Kohn-Sham gap: 6.930 eV
* charge: -1

Run 2
A 9-piece molecular cluster, C26H36BBrIO26 overall, computed with ωB97M-V with the def2-TZVPD basis set.

Last column: Löwdin charge in e.
Positions of all 91 atoms, in Å:
Br (-1.148, 4.279, 5.822)  0.610
C (-2.584, 4.701, 4.531)  -0.676
C (-3.651, 3.543, 4.300)  -0.249
O (-3.699, 3.301, 2.921)  -0.160
B (-2.513, 3.865, 2.255)  -1.179
I (-1.337, 2.063, 1.670)  0.756
O (-1.927, 4.727, 3.297)  -0.228
H (-3.104, 5.675, 4.602)  0.112
H (-4.662, 3.731, 4.723)  0.116
H (-3.236, 2.701, 4.913)  0.087
H (-2.724, 4.616, 1.350)  0.057
C (-1.850, -2.093, 0.929)  -0.114
C (-2.045, -2.938, 2.157)  -0.104
O (-0.715, -3.043, 2.678)  0.012
C (-0.018, -1.973, 2.210)  -0.580
O (1.073, -1.670, 2.592)  0.138
O (-0.708, -1.306, 1.270)  0.018
H (-2.707, -1.460, 0.714)  0.140
H (-1.620, -2.685, 0.049)  0.110
H (-2.680, -2.455, 2.904)  0.142
H (-2.454, -3.921, 1.927)  0.123
C (-1.131, -4.480, -3.847)  -0.127
C (-2.511, -4.992, -3.537)  -0.127
O (-2.920, -4.154, -2.458)  0.066
C (-2.202, -3.005, -2.538)  -0.558
O (-2.417, -2.036, -1.886)  0.164
O (-1.209, -3.110, -3.455)  0.071
H (-0.877, -4.567, -4.903)  0.132
H (-0.358, -4.974, -3.254)  0.134
H (-3.206, -4.858, -4.371)  0.133
H (-2.515, -6.039, -3.238)  0.135
C (2.468, -4.729, 2.539)  -0.124
C (3.864, -4.216, 2.331)  -0.109
O (4.633, -5.421, 2.272)  0.064
C (3.799, -6.422, 1.894)  -0.568
O (4.154, -7.515, 1.591)  0.159
O (2.506, -6.013, 1.907)  0.048
H (1.718, -4.090, 2.080)  0.110
H (2.223, -4.863, 3.596)  0.131
H (3.977, -3.677, 1.388)  0.138
H (4.202, -3.578, 3.145)  0.137
C (0.824, 5.109, 0.934)  -0.136
C (1.742, 6.176, 0.404)  -0.122
O (2.412, 5.510, -0.668)  0.043
C (1.611, 4.490, -1.074)  -0.582
O (1.798, 3.841, -2.058)  0.140
O (0.581, 4.309, -0.223)  0.023
H (-0.107, 5.511, 1.331)  0.127
H (1.294, 4.488, 1.699)  0.132
H (1.198, 7.035, 0.001)  0.132
H (2.454, 6.527, 1.150)  0.130
C (0.638, -2.741, 5.838)  -0.108
C (-0.302, -2.620, 7.006)  -0.110
O (-0.950, -3.895, 7.019)  0.070
C (-0.129, -4.778, 6.404)  -0.559
O (-0.295, -5.958, 6.390)  0.145
O (0.908, -4.147, 5.803)  0.053
H (1.556, -2.172, 5.976)  0.141
H (0.178, -2.446, 4.895)  0.109
H (0.221, -2.481, 7.955)  0.133
H (-1.026, -1.818, 6.880)  0.139
C (1.371, 6.531, -4.015)  -0.115
C (0.580, 5.718, -4.995)  -0.118
O (-0.659, 6.429, -5.066)  0.068
C (-0.412, 7.711, -4.698)  -0.569
O (-1.192, 8.604, -4.807)  0.147
O (0.838, 7.846, -4.190)  0.063
H (2.439, 6.515, -4.224)  0.139
H (1.207, 6.216, -2.984)  0.111
H (1.033, 5.701, -5.985)  0.093
H (0.424, 4.694, -4.658)  0.136
C (-0.468, -7.369, 3.460)  -0.107
C (-0.950, -6.205, 2.649)  -0.129
O (-1.763, -6.827, 1.652)  0.062
C (-2.173, -8.022, 2.151)  -0.566
O (-2.996, -8.714, 1.642)  0.153
O (-1.527, -8.319, 3.304)  0.073
H (-0.321, -7.111, 4.506)  0.107
H (0.456, -7.802, 3.067)  0.136
H (-1.567, -5.518, 3.233)  0.124
H (-0.135, -5.648, 2.193)  0.114
C (2.118, 6.306, -10.375)  -0.127
C (2.059, 4.931, -9.767)  -0.125
O (2.482, 5.165, -8.425)  0.069
C (2.234, 6.468, -8.140)  -0.552
O (2.314, 6.942, -7.055)  0.168
O (1.880, 7.154, -9.255)  0.073
H (1.363, 6.458, -11.144)  0.133
H (3.102, 6.538, -10.792)  0.133
H (1.046, 4.522, -9.752)  0.136
H (2.720, 4.222, -10.263)  0.133

* E_HOMO: -0.1874 Ha
* Kohn-Sham gap: 6.762 eV
* charge: -1

The least stable of them is run 2.

Run 1
An isolated ion of composition C4H8N3S and charge +1, computed with ωB97M-V with the def2-TZVPD basis set.

Last column: Löwdin charge in e.
Positions of all 16 atoms, in Å:
C (-1.405, 1.112, -1.557)  0.004
C (-1.073, 0.107, -0.448)  -0.357
N (-1.109, 0.858, 0.737)  0.078
N (-0.116, 0.760, 1.424)  0.099
C (0.883, -0.051, 0.874)  -0.612
C (1.764, -0.894, 1.765)  -0.354
S (2.665, 0.419, 0.956)  0.962
N (0.142, -0.735, -0.449)  0.170
H (-0.513, 1.505, -1.878)  0.059
H (-2.117, 1.784, -1.111)  0.095
H (-1.875, 0.829, -2.495)  0.097
H (-1.987, -0.647, -0.305)  0.212
H (1.659, -0.670, 2.794)  0.075
H (2.030, -1.877, 1.382)  0.088
H (0.171, -1.784, -0.505)  0.200
H (0.882, -0.717, -1.185)  0.182

* E_HOMO: -0.5186 Ha
* SMILES: C[C@@H]1N=N[C@@]2(CS2)[NH2+]1
* Kohn-Sham gap: 9.821 eV
* charge: +1

Run 2
An isolated ion of composition C4H8N3S and charge +1, computed with ωB97M-V with the def2-TZVPD basis set.

Last column: Löwdin charge in e.
Positions of all 16 atoms, in Å:
H (0.973, 1.603, -0.689)  0.140
N (0.373, 0.797, -0.742)  0.234
N (-0.781, 0.784, -0.299)  -0.210
C (-1.322, 2.029, 0.344)  0.021
C (-1.373, -0.466, 0.055)  -0.688
S (-2.966, -0.696, 0.167)  0.903
C (-0.229, -1.414, 0.063)  -0.099
N (0.929, -0.963, 0.202)  0.011
C (2.215, -1.507, -0.095)  -0.003
H (-1.623, 2.735, -0.572)  0.161
H (-2.130, 1.633, 0.835)  0.004
H (-0.683, 2.643, 1.003)  0.114
H (-0.637, -2.385, -0.009)  0.130
H (2.474, -1.063, -0.969)  0.072
H (2.088, -2.536, -0.144)  0.081
H (2.694, -1.193, 0.851)  0.126

* E_HOMO (alpha / beta): -0.4878 / -0.4877 Ha
* SMILES: [H]/N=[N+](\C)C(=S)/C=N/C
* Kohn-Sham gap (alpha / beta): 7.249 / 7.251 eV
* charge: +1

The least stable of them is run 2.